# 1
{"formula": "C18H27N3O3S", "method": "wB97M-V/def2-TZVPD", "elements": ["C", "C", "C", "H", "H", "C", "C", "O", "N", "N", "C", "S", "N", "C", "C", "C", "C", "C", "C", "H", "H", "H", "H", "H", "H", "H", "H", "C", "H", "H", "C", "C", "O", "C", "C", "C", "H", "H", "H", "H", "H", "H", "H", "H", "H", "H", "O", "H", "H", "H", "H", "H"], "xyz": [[4.112, 0.259, -4.642], [3.473, -0.534, -3.757], [2.964, -0.281, -2.370], [3.325, 0.816, -2.189], [3.717, -0.688, -1.794], [1.709, -0.532, -2.309], [1.504, -0.540, -0.828], [0.919, -1.348, -0.180], [1.456, 0.808, -0.314], [1.161, 0.954, 1.136], [0.233, 1.837, 1.341], [0.142, 3.313, 0.296], [-0.121, 2.200, 2.702], [-0.384, 0.939, 3.661], [-0.504, -0.227, 3.335], [-0.489, -1.342, 4.368], [-0.486, -0.780, 5.798], [-0.438, 0.484, 5.996], [-0.535, 1.439, 5.043], [-0.278, 2.369, 5.190], [-0.602, 0.942, 6.962], [-0.706, -1.735, 6.418], [-0.758, -2.411, 4.148], [-0.413, -0.882, 2.320], [-0.776, 3.033, 2.846], [1.036, 0.029, 1.650], [1.568, 1.724, -0.707], [0.591, 0.361, -3.137], [1.179, 0.216, -4.211], [1.000, 1.426, -2.802], [-0.893, 0.140, -3.084], [-1.530, 1.100, -2.020], [-1.316, 0.407, -0.650], [-2.364, 0.295, 0.076], [-3.022, -1.129, -0.231], [-2.430, -2.433, 0.414], [-2.476, -2.133, 1.481], [-1.097, -2.424, 0.214], [-2.645, -3.295, 0.027], [-4.123, -1.329, 0.067], [-3.026, -1.383, -1.168], [-2.055, 0.015, 1.029], [-3.109, 1.002, -0.188], [-0.990, 2.074, -1.992], [-2.619, 1.011, -2.329], [-1.211, 0.523, -3.859], [-0.998, -1.171, -2.816], [-0.794, -1.395, -1.847], [1.246, -1.524, -2.623], [3.326, -1.645, -4.374], [4.304, 0.088, -5.709], [4.222, 1.355, -4.388]], "lumo_ev": 0.012, "e_homo_ev": -8.2, "max_force_ha_per_bohr": 0.3207, "energy_ev": -40536.8376, "orbital_gap_ha": 0.3011, "relative_energy_kcal_mol": 392.8}

=====

# 2
{"formula": "C18H27N3O3S", "method": "wB97M-V/def2-TZVPD", "elements": ["C", "C", "C", "O", "N", "C", "C", "C", "C", "S", "O", "O", "N", "C", "C", "N", "C", "C", "C", "C", "C", "C", "C", "C", "C", "H", "H", "H", "H", "H", "H", "H", "H", "H", "H", "H", "H", "H", "H", "H", "H", "H", "H", "H", "H", "H", "H", "H", "H", "H", "H", "H"], "xyz": [[-4.384, -4.262, -3.661], [-4.534, -3.500, -2.343], [-3.159, -3.067, -1.861], [-2.308, -3.899, -1.624], [-2.919, -1.730, -1.700], [-1.699, -1.203, -1.264], [-0.470, -1.835, -1.143], [0.608, -1.082, -0.700], [0.455, 0.256, -0.393], [1.868, 1.157, 0.220], [1.519, 2.550, 0.292], [3.025, 0.780, -0.541], [1.980, 0.499, 1.753], [3.184, -0.223, 2.117], [3.906, 0.486, 3.280], [3.816, 1.925, 3.195], [4.559, 2.508, 2.084], [4.987, 3.932, 2.424], [2.430, 2.372, 3.292], [1.424, 1.305, 2.816], [-0.771, 0.892, -0.508], [-1.844, 0.153, -0.950], [-3.269, 0.565, -1.159], [-3.860, -0.628, -1.934], [-3.942, -0.316, -3.428], [-3.668, -5.070, -3.536], [-4.024, -3.604, -4.450], [-5.340, -4.681, -3.967], [-5.233, -2.678, -2.462], [-4.927, -4.185, -1.587], [-0.361, -2.878, -1.382], [1.586, -1.523, -0.603], [3.816, -0.253, 1.228], [2.915, -1.250, 2.396], [3.457, 0.188, 4.233], [4.958, 0.194, 3.297], [3.989, 2.506, 1.145], [5.455, 1.900, 1.935], [5.628, 4.322, 1.639], [4.125, 4.587, 2.520], [5.531, 3.939, 3.365], [2.219, 2.628, 4.338], [2.306, 3.266, 2.683], [0.525, 1.782, 2.426], [1.140, 0.632, 3.631], [-0.849, 1.940, -0.266], [-3.355, 1.493, -1.722], [-3.767, 0.705, -0.196], [-4.848, -0.890, -1.545], [-4.639, 0.501, -3.600], [-2.960, -0.025, -3.794], [-4.278, -1.180, -3.993]], "smiles": "CCC(=O)N1c2ccc(S(=O)(=O)N3CCN(CC)CC3)cc2C[C@H]1C", "lumo_ev": 0.616, "e_homo_ev": -8.0, "max_force_ha_per_bohr": 0.0215, "energy_ev": -40552.2856, "orbital_gap_ha": 0.3176, "relative_energy_kcal_mol": 36.5}

=====

# 3
{"formula": "C18H27N3O4", "method": "wB97M-V/def2-TZVPD", "elements": ["C", "C", "O", "C", "C", "C", "N", "C", "O", "C", "N", "C", "O", "C", "N", "C", "C", "O", "C", "C", "C", "C", "C", "C", "C", "H", "H", "H", "H", "H", "H", "H", "H", "H", "H", "H", "H", "H", "H", "H", "H", "H", "H", "H", "H", "H", "H", "H", "H", "H", "H", "H"], "xyz": [[-0.562, -3.237, -2.226], [-1.239, -2.796, -0.928], [-0.341, -2.315, 0.047], [0.571, -3.288, 0.528], [1.258, -2.783, 1.794], [2.338, -1.732, 1.508], [1.781, -0.591, 0.822], [1.112, 0.357, 1.500], [1.175, 0.495, 2.705], [0.250, 1.302, 0.640], [0.071, 0.805, -0.709], [0.379, 1.525, -1.795], [0.816, 2.658, -1.769], [0.222, 0.769, -3.125], [1.547, 0.509, -3.657], [2.374, -0.365, -3.040], [3.781, -0.382, -3.584], [1.990, -1.095, -2.144], [-1.089, 1.477, 1.318], [-1.886, 0.365, 1.557], [-3.118, 0.507, 2.168], [-3.581, 1.758, 2.555], [-4.907, 1.918, 3.236], [-2.778, 2.865, 2.313], [-1.546, 2.729, 1.701], [0.233, -2.540, -2.480], [-1.291, -3.264, -3.032], [-0.128, -4.229, -2.123], [-1.917, -1.958, -1.121], [-1.830, -3.627, -0.513], [0.018, -4.213, 0.754], [1.322, -3.511, -0.242], [0.508, -2.339, 2.450], [1.714, -3.631, 2.308], [3.129, -2.155, 0.886], [2.760, -1.385, 2.455], [1.653, -0.701, -0.176], [0.758, 2.270, 0.560], [-0.267, -0.144, -0.788], [-0.325, 1.387, -3.838], [-0.292, -0.183, -2.982], [1.950, 1.224, -4.242], [4.299, 0.519, -3.260], [4.309, -1.248, -3.197], [3.775, -0.411, -4.671], [-1.534, -0.617, 1.274], [-3.727, -0.367, 2.352], [-5.464, 2.748, 2.804], [-4.758, 2.133, 4.294], [-5.502, 1.012, 3.152], [-3.122, 3.846, 2.610], [-0.934, 3.600, 1.521]], "smiles": "CCOCCCNC(=O)[C@@H](NC(=O)CNC(C)=O)c1ccc(C)cc1", "lumo_ev": 0.616, "e_homo_ev": -8.6, "max_force_ha_per_bohr": 0.0117, "energy_ev": -31766.3327, "orbital_gap_ha": 0.3392, "relative_energy_kcal_mol": 16.1}

=====

# 4
{"formula": "C18H27N3O6S", "method": "wB97M-V/def2-TZVPD", "elements": ["C", "O", "C", "O", "C", "N", "C", "C", "O", "C", "C", "C", "C", "O", "C", "C", "C", "N", "S", "O", "O", "N", "C", "C", "C", "C", "C", "C", "H", "H", "H", "H", "H", "H", "H", "H", "H", "H", "H", "H", "H", "H", "H", "H", "H", "H", "H", "H", "H", "H", "H", "H", "H", "H", "H"], "xyz": [[-7.635, -2.335, 1.414], [-7.096, -1.715, 0.252], [-5.986, -0.996, 0.429], [-5.450, -0.829, 1.491], [-5.504, -0.421, -0.895], [-4.375, 0.455, -0.711], [-4.640, 1.725, -0.080], [-3.144, -0.011, -1.040], [-2.989, -1.066, -1.631], [-1.978, 0.837, -0.647], [-1.133, 1.352, -1.621], [-0.007, 2.070, -1.261], [0.309, 2.251, 0.083], [1.379, 3.033, 0.450], [2.678, 2.471, 0.614], [3.295, 1.887, -0.666], [2.885, 0.438, -0.945], [3.055, -0.421, 0.207], [4.624, -0.920, 0.455], [4.679, -1.575, 1.727], [5.583, 0.114, 0.196], [4.724, -2.019, -0.809], [6.086, -2.349, -1.175], [3.881, -3.169, -0.569], [2.353, 0.050, 1.383], [2.785, 1.464, 1.771], [-0.542, 1.735, 1.058], [-1.675, 1.033, 0.696], [-6.902, -3.013, 1.855], [-7.908, -1.580, 2.155], [-8.514, -2.882, 1.085], [-6.332, 0.095, -1.389], [-5.174, -1.252, -1.528], [-3.774, 2.376, -0.171], [-4.880, 1.593, 0.977], [-5.490, 2.198, -0.577], [-1.366, 1.195, -2.664], [0.631, 2.498, -2.019], [3.255, 3.363, 0.889], [3.034, 2.517, -1.517], [4.378, 1.905, -0.539], [3.512, 0.022, -1.734], [1.836, 0.370, -1.250], [6.650, -1.420, -1.201], [6.086, -2.809, -2.163], [6.550, -3.032, -0.455], [2.890, -2.802, -0.315], [3.830, -3.769, -1.477], [4.259, -3.780, 0.258], [2.594, -0.646, 2.188], [1.282, -0.002, 1.171], [3.834, 1.421, 2.073], [2.194, 1.818, 2.617], [-0.310, 1.899, 2.100], [-2.326, 0.625, 1.456]], "smiles": "COC(=O)CN(C)C(=O)c1ccc(OC2CCN(S(=O)(=O)N(C)C)CC2)cc1", "lumo_ev": 0.678, "e_homo_ev": -9.1, "max_force_ha_per_bohr": 0.0214, "energy_ev": -46694.4852, "orbital_gap_ha": 0.3580, "relative_energy_kcal_mol": 38.0}

=====

# 5
{"formula": "C18H27N4O2", "method": "wB97M-V/def2-TZVPD", "elements": ["C", "C", "C", "C", "C", "C", "C", "C", "N", "C", "C", "C", "C", "N", "H", "H", "H", "H", "H", "H", "H", "H", "H", "H", "H", "H", "H", "C", "O", "N", "C", "C", "H", "H", "H", "H", "H", "H", "H", "C", "O", "N", "C", "C", "H", "H", "H", "H", "H", "H", "H"], "xyz": [[4.009, -0.702, 5.130], [3.420, 0.399, 4.278], [3.986, 1.655, 4.291], [3.501, 2.706, 3.577], [2.378, 2.516, 2.794], [1.817, 1.280, 2.744], [2.316, 0.214, 3.464], [1.600, -1.135, 3.311], [0.129, -0.865, 3.284], [-0.433, -0.378, 4.366], [-1.788, -0.057, 4.415], [-2.470, -0.288, 3.244], [-1.754, -0.842, 2.184], [-0.477, -1.149, 2.142], [4.927, -1.120, 4.716], [3.272, -1.482, 5.319], [4.245, -0.297, 6.119], [4.864, 1.798, 4.916], [3.980, 3.676, 3.616], [1.958, 3.342, 2.235], [0.936, 1.178, 2.115], [1.906, -1.594, 2.375], [1.808, -1.771, 4.166], [0.182, -0.220, 5.244], [-2.251, 0.369, 5.294], [-3.521, -0.062, 3.122], [-2.306, -1.056, 1.273], [-4.669, -1.517, -1.950], [-5.787, -1.082, -2.116], [-3.528, -0.858, -2.250], [-2.224, -1.437, -2.018], [-3.618, 0.478, -2.823], [-4.488, -2.521, -1.522], [-1.668, -0.795, -1.327], [-1.678, -1.507, -2.961], [-2.319, -2.433, -1.587], [-4.151, 1.135, -2.134], [-4.172, 0.436, -3.760], [-2.622, 0.872, -3.010], [-1.029, -0.158, -6.266], [-1.997, 0.532, -6.012], [0.252, 0.203, -6.053], [1.365, -0.668, -6.381], [0.522, 1.509, -5.477], [-1.127, -1.165, -6.707], [1.942, -0.884, -5.479], [2.013, -0.178, -7.111], [1.003, -1.603, -6.802], [0.041, 1.587, -4.500], [0.113, 2.287, -6.122], [1.594, 1.653, -5.368]], "total_charge": 1, "lumo_ev": -4.934, "e_homo_ev": -11.1, "max_force_ha_per_bohr": 0.0385, "energy_ev": -29151.8768, "orbital_gap_ha": 0.2249}

=====

# 6
{"formula": "C18H27N5O2PS3Sn", "method": "wB97M-V/def2-TZVPD", "elements": ["Sn", "C", "C", "N", "N", "C", "N", "S", "C", "C", "C", "C", "C", "N", "H", "H", "H", "H", "H", "H", "H", "H", "H", "H", "C", "C", "O", "P", "S", "S", "O", "C", "C", "H", "H", "H", "H", "H", "H", "H", "H", "H", "H", "C", "C", "C", "C", "N", "C", "C", "H", "H", "H", "H", "H", "H", "H"], "xyz": [[-0.252, -0.845, -1.279], [2.762, -4.641, -0.995], [2.086, -3.299, -1.116], [0.761, -3.123, -1.168], [-0.050, -4.190, -1.091], [-1.378, -4.121, -1.014], [-2.053, -5.304, -0.833], [-2.234, -2.672, -1.079], [2.887, -2.136, -1.189], [4.280, -2.147, -0.942], [4.995, -0.982, -1.013], [4.341, 0.196, -1.385], [2.987, 0.133, -1.624], [2.262, -0.967, -1.500], [2.095, -5.484, -1.176], [3.197, -4.775, -0.003], [3.561, -4.711, -1.731], [0.373, -5.108, -0.978], [-1.721, -6.127, -1.311], [-3.055, -5.195, -0.840], [4.769, -3.068, -0.672], [6.050, -0.974, -0.788], [4.866, 1.133, -1.467], [2.449, 1.017, -1.931], [-1.251, 4.044, 1.961], [-1.099, 2.600, 2.411], [0.269, 2.215, 2.399], [0.871, 1.383, 1.156], [-0.052, -0.462, 1.278], [0.857, 2.388, -0.521], [2.373, 1.226, 1.631], [2.716, 0.701, 2.917], [3.745, 1.623, 3.545], [-2.304, 4.311, 1.933], [-0.822, 4.164, 0.969], [-0.730, 4.710, 2.646], [-1.680, 1.926, 1.769], [-1.441, 2.472, 3.443], [3.119, -0.305, 2.765], [1.821, 0.632, 3.543], [4.629, 1.672, 2.915], [4.020, 1.255, 4.530], [3.327, 2.622, 3.640], [-6.075, 3.177, -1.031], [-4.867, 2.317, -1.214], [-3.584, 2.811, -1.026], [-2.499, 1.970, -1.192], [-2.609, 0.691, -1.521], [-3.832, 0.212, -1.722], [-4.975, 0.979, -1.587], [-5.788, 4.188, -0.753], [-6.715, 2.769, -0.250], [-6.659, 3.215, -1.949], [-3.421, 3.841, -0.746], [-1.488, 2.336, -1.069], [-3.888, -0.832, -1.995], [-5.945, 0.538, -1.754]], "multiplicity": 2, "lumo_ev": [0.312, 0.209], "e_homo_ev": [-5.2, -7.1], "max_force_ha_per_bohr": 0.0286, "energy_ev": -78278.3451, "orbital_gap_ha": [0.2026, 0.2696], "relative_energy_kcal_mol": 14.0}

=====

# 7
{"formula": "C18H27N5O7P2Re", "method": "wB97M-V/def2-TZVPD", "elements": ["Re", "C", "C", "C", "C", "C", "C", "C", "C", "C", "C", "H", "H", "H", "H", "H", "H", "H", "H", "H", "H", "H", "H", "H", "H", "H", "C", "C", "O", "P", "O", "O", "O", "P", "O", "O", "O", "H", "H", "H", "H", "H", "H", "H", "N", "C", "N", "C", "N", "C", "C", "N", "C", "C", "N", "H", "H", "H", "H", "H"], "xyz": [[0.075, 0.680, -0.097], [-2.214, -1.232, -0.014], [-1.427, -2.256, 0.469], [-0.581, -1.704, 1.453], [-0.869, -0.297, 1.660], [-1.884, 0.034, 0.680], [-3.028, 0.961, 1.014], [-0.846, 0.273, 3.056], [0.433, -2.471, 2.208], [-1.377, -3.671, -0.006], [-3.237, -1.323, -1.080], [-3.744, 0.430, 1.646], [-3.578, 1.293, 0.132], [-2.699, 1.840, 1.565], [-1.658, -0.165, 3.641], [-0.984, 1.353, 3.065], [0.084, 0.055, 3.580], [-0.081, -3.194, 2.850], [1.052, -1.839, 2.841], [1.062, -3.053, 1.536], [-1.765, -4.355, 0.751], [-0.351, -3.970, -0.221], [-1.968, -3.811, -0.908], [-4.212, -1.549, -0.634], [-3.011, -2.113, -1.793], [-3.336, -0.378, -1.611], [2.072, -2.098, -3.696], [2.140, -0.879, -2.781], [3.216, -0.002, -3.087], [2.496, -1.363, -1.046], [1.992, -2.816, -0.746], [4.049, -1.450, -0.924], [1.877, -0.404, -0.055], [0.555, 0.037, -2.694], [0.033, 0.032, -4.173], [0.736, 1.426, -2.099], [-0.315, -0.755, -1.693], [2.997, -2.673, -3.637], [1.935, -1.765, -4.725], [1.232, -2.742, -3.437], [3.349, 0.043, -4.044], [2.605, -3.537, -0.953], [4.536, -0.783, -1.438], [-0.391, 0.838, -4.499], [-1.876, 4.395, -0.523], [-1.776, 3.134, -0.936], [-0.880, 2.527, -0.172], [-0.459, 3.502, 0.690], [-1.049, 4.651, 0.505], [0.591, 3.124, 1.616], [1.138, 3.925, 2.605], [2.109, 3.485, 3.392], [2.536, 2.246, 3.182], [2.001, 1.422, 2.203], [1.013, 1.861, 1.414], [-2.465, 5.131, -0.886], [-2.334, 2.706, -1.750], [0.778, 4.937, 2.750], [3.336, 1.885, 3.816], [2.361, 0.418, 2.039]], "multiplicity": 2, "total_charge": 2, "lumo_ev": [-6.692, -6.639], "e_homo_ev": [-14.1, -13.8], "max_force_ha_per_bohr": 0.0143, "energy_ev": -61586.9012, "orbital_gap_ha": [0.2741, 0.2633], "relative_energy_kcal_mol": 33.5}

=====

# 8
{"formula": "C18H27NO2P", "method": "wB97M-V/def2-TZVPD", "elements": ["C", "C", "C", "C", "N", "C", "C", "C", "C", "C", "C", "C", "C", "P", "O", "O", "H", "H", "H", "H", "H", "H", "H", "H", "H", "H", "H", "H", "H", "H", "H", "H", "H", "H", "H", "H", "H", "C", "C", "C", "C", "C", "C", "H", "H", "H", "H", "H", "H"], "xyz": [[2.971, -2.885, 1.067], [2.493, -2.776, -0.495], [3.172, -1.405, -1.070], [3.557, -1.546, -2.624], [2.409, -0.161, -0.700], [1.351, 0.293, -1.663], [0.081, -0.661, -1.789], [-0.055, -1.906, -2.692], [-1.359, -2.782, -2.770], [-2.618, -2.402, -1.928], [-2.501, -1.125, -1.035], [-3.836, -0.719, -0.203], [-1.185, -0.272, -0.937], [3.600, 1.148, -0.260], [2.720, 2.534, 0.291], [4.421, 0.626, 1.173], [3.464, -1.910, 1.442], [2.030, -3.015, 1.727], [3.631, -3.799, 1.263], [1.356, -2.729, -0.465], [2.924, -3.667, -1.060], [4.180, -1.340, -0.503], [3.557, -0.549, -3.203], [4.659, -1.901, -2.660], [2.950, -2.367, -3.128], [1.916, -0.376, 0.202], [0.948, 1.297, -1.246], [1.726, 0.541, -2.715], [0.801, -2.232, -3.364], [-1.345, -3.699, -3.462], [-3.557, -3.037, -2.021], [-4.737, -1.124, -0.800], [-3.775, -1.188, 0.835], [-3.879, 0.421, -0.203], [-1.209, 0.628, -0.230], [2.283, 2.205, 1.125], [5.394, 0.592, 0.996], [-3.089, 4.816, 2.938], [-2.004, 4.073, 2.481], [-2.125, 2.698, 2.307], [-3.335, 2.066, 2.580], [-4.421, 2.809, 3.033], [-4.297, 4.183, 3.216], [-2.993, 5.887, 3.077], [-1.063, 4.567, 2.262], [-1.277, 2.118, 1.957], [-3.431, 0.995, 2.439], [-5.364, 2.317, 3.244], [-5.142, 4.761, 3.574]], "total_charge": 1, "lumo_ev": -3.033, "e_homo_ev": -11.4, "max_force_ha_per_bohr": 0.0985, "energy_ev": -33966.7494, "orbital_gap_ha": 0.3075, "relative_energy_kcal_mol": 0.0}